ORCA calculation (ωB97M-V/def2-TZVPD) on the molecule C2H5N3O2S.

- M: 135.1 g mol⁻¹
- Charge: 0
- SMILES: [H]/N=C/NOC(=S)NO
- Energy relative to the best compared isomer or geometry (same formula, charge and spin): 142.78 kcal per mole
- HOMO energy: -0.3376 Ha
- Energy: -791.9377 Ha
- Kohn-Sham gap: 8.829 eV

Each line ends with the natural charge from an NBO analysis.
CARTESIAN COORDINATES (ANGSTROEM)
S  -3.07  -1.10  -0.20  -0.021
O  -0.59  -1.15  -0.09  -0.353
O  -0.60  1.74  -0.37  -0.585
N  -1.59  1.01  0.49  -0.337
N  2.56  -1.03  -0.18  -0.678
N  0.47  -0.57  0.68  -0.405
C  -1.68  -0.28  -0.11  0.304
C  1.46  -0.36  -0.29  0.252
H  -2.52  1.40  0.25  0.396
H  0.22  1.69  0.10  0.478
H  0.98  0.53  -1.09  0.172
H  3.44  -0.71  -0.70  0.372
H  0.93  -1.18  1.52  0.405